{"formula": "C4H9NO", "method": "the ωB97M-V functional and the def2-TZVPD basis", "symbols": ["C", "C", "O", "C", "C", "N", "H", "H", "H", "H", "H", "H", "H", "H", "H"], "positions_angstrom": [[1.073, 0.216, -1.557], [0.713, -0.563, -0.296], [1.607, -0.289, 0.759], [-0.721, -0.251, 0.091], [-1.255, -0.302, 1.467], [-0.955, 0.983, 0.830], [2.117, 0.046, -1.831], [0.432, -0.077, -2.398], [0.925, 1.287, -1.373], [0.799, -1.642, -0.486], [1.413, 0.618, 1.042], [-1.442, -0.459, -0.700], [-0.621, -0.378, 2.335], [-2.285, -0.656, 1.556], [-1.802, 1.466, 0.560]], "relative_energy_kj_mol": 188.6, "smiles": "C[C@@H](O)[C@H]1CN1", "total_charge": 0, "orbital_gap_ev": 10.79, "energy_ev": -7830.36483}